Here is the ion C22H30BF9N3O4 with charge +1 at a distorted geometry from OMol25. Energies are from wB97M-V/def2-TZVPD.

Maximum force ... 5.31 eV Å⁻¹
Energy relative to the best compared isomer or geometry (same formula, charge and spin) ... 0.0000 eV
HOMO energy ... -12.32 eV
Orbital gap ... 7.98 eV
SMILES ... C=Cc1c(N)c(CCCCCOC(C)=O)c(CCC(F)(F)C(F)(F)C(F)(F)C(F)(F)F)c(B(O)OCC)[n+]1N
Net charge ... +1

Geometry as XYZ:
```
69
Properties=species:S:1:pos:R:3:forces:R:3:lowdin_charge:R:1
C 2.072361 -1.526118 5.459731 0.5238 1.9006 -1.0400 0.027
C 2.571678 -0.438309 4.697661 -1.8420 -1.5241 0.5110 -0.126
C 1.747626 0.041625 3.395522 -0.3690 -0.0835 -1.3352 -0.030
C 1.885505 -0.755160 2.069975 -2.0863 3.2680 1.0752 -0.116
N 2.757720 -1.927368 2.001172 -1.0480 1.7156 0.0985 0.068
C 1.075431 -0.190904 0.841431 -0.1460 0.3309 1.5236 0.010
C 1.263556 -1.008623 -0.533082 0.8318 0.4497 0.7736 -0.139
C 2.520854 -0.305515 -1.290284 0.4052 -0.7151 0.8353 -0.195
C 3.207613 -1.243258 -2.393092 0.1198 1.3394 -0.7413 -0.192
C 2.232066 -1.312177 -3.675700 0.4501 -0.6438 0.3392 -0.154
C 1.788459 -2.824908 -4.035023 -0.4838 1.7841 -0.7327 -0.161
O 1.563401 -3.618348 -2.816317 -0.8266 -1.1369 -1.5364 -0.111
C 0.620961 -4.662141 -3.070427 -3.5361 -0.2529 -0.3944 -0.403
C 1.191004 -6.165190 -3.010506 0.4680 1.1830 -0.1606 0.003
O -0.599906 -4.417028 -3.286561 5.2043 -0.7040 0.8102 0.054
C 0.178219 1.105747 0.954933 2.3335 -1.6757 3.3781 0.010
C -0.595530 1.678968 -0.317323 0.4923 -1.2985 -0.3815 -0.105
C -2.193990 1.780471 -0.138324 0.6252 0.7121 0.1177 -0.046
C -3.012575 0.802927 -1.113799 1.7395 0.8730 -0.2393 -0.274
F -2.625056 -0.524304 -0.783152 -1.1703 2.2620 -1.0189 0.060
F -2.656512 1.068426 -2.488922 -0.5250 -0.9928 2.9677 0.046
C -4.589288 1.095826 -0.997625 -0.2438 1.8388 0.7216 -0.198
F -5.004264 1.900938 -2.096058 0.7566 -2.3504 2.5616 0.097
F -4.756826 1.938651 0.163100 0.1297 -1.9816 -2.3763 0.051
C -5.513174 -0.185544 -0.741109 -2.1104 0.7341 1.5528 -0.179
F -6.838966 0.325271 -0.512895 3.0787 -1.0832 -0.7761 0.082
F -5.164944 -0.831239 0.491463 -0.3717 1.4159 -3.3897 0.092
C -5.643845 -1.205131 -1.967712 -1.5723 -2.9341 -1.4873 -0.317
F -5.798331 -0.602792 -3.227398 0.6530 -0.9668 3.2880 0.123
F -4.612749 -2.155967 -2.065450 -2.1437 2.6389 0.4495 0.113
F -6.846659 -1.951907 -1.737545 3.0099 1.8455 -0.4712 0.088
C 0.150726 1.779568 2.375290 1.0124 -2.2851 -1.0473 0.088
B -0.690191 3.138946 2.662730 -1.6248 2.4671 0.0468 -0.469
O -1.438223 3.438815 3.840195 1.9103 -0.5990 -1.8576 0.131
O -0.727206 4.137525 1.596783 1.3369 -1.9222 2.2675 -0.047
C 0.575685 4.772101 1.424693 -0.0329 0.8467 -1.8395 -0.213
C 0.653882 5.224007 -0.135621 0.5881 0.0858 0.4373 -0.075
N 0.908374 1.235799 3.507552 0.9373 -2.7770 -3.5925 -0.088
N 0.879360 1.836285 4.773757 -0.0679 0.4619 -0.0715 0.093
H 0.943012 -1.665511 5.617485 1.8138 -0.4183 -1.1376 0.092
H 2.764876 -2.256467 5.989481 -0.9505 1.6644 -0.0574 0.083
H 3.516226 0.111307 5.031384 -0.9353 -1.2668 -1.2500 0.120
H 2.262701 -2.808298 2.188234 0.3117 0.6026 -0.1199 0.109
H 3.578703 -1.814056 2.612775 -0.8081 -0.2116 -0.3238 0.092
H 1.632212 -2.071708 -0.269464 -0.9496 1.7224 -0.4373 0.117
H 0.312544 -1.033284 -1.173226 1.4158 -0.0438 1.0749 0.117
H 3.306176 -0.121252 -0.465323 -1.1832 -0.0266 -1.2596 0.115
H 2.181729 0.693045 -1.732791 0.6215 -1.3429 0.5232 0.116
H 4.165300 -0.693005 -2.740845 -1.4609 -0.8691 0.7088 0.117
H 3.557882 -2.259667 -2.007520 -0.8621 1.3989 -0.3623 0.120
H 2.794080 -0.876584 -4.577912 -0.9905 -0.7579 1.2180 0.120
H 1.340043 -0.620068 -3.465146 1.0900 -1.2616 -0.4414 0.109
H 2.596955 -3.279889 -4.707155 -1.1474 0.3161 1.1525 0.136
H 0.794552 -2.740574 -4.602670 1.5115 -0.3689 0.7076 0.134
H 1.602083 -6.325123 -1.956799 -0.5599 0.0865 -1.4627 0.090
H 2.078002 -6.224558 -3.750734 -1.4235 0.0423 1.2383 0.099
H 0.389171 -6.933671 -3.283500 1.1236 1.3854 0.4959 0.098
H -0.416565 0.943860 -1.193187 -0.0096 1.1729 1.5172 0.113
H -0.086117 2.652700 -0.615710 -1.0534 -1.1956 0.5157 0.106
H -2.477412 2.874459 -0.372029 0.1381 -1.8961 0.5455 0.154
H -2.409436 1.519646 0.966998 -0.1659 0.4620 -1.9744 0.147
H -1.461488 4.403666 4.018092 -0.3345 -0.7782 -0.4974 0.126
H 1.458425 4.064213 1.592532 -1.2111 0.8560 0.1701 0.124
H 0.596126 5.673742 2.140301 0.2680 -1.3568 -1.1768 0.139
H 1.347922 6.139347 -0.191720 -1.1912 -1.2969 -0.1209 0.087
H 1.145608 4.400719 -0.782911 -0.8401 1.2799 1.1159 0.073
H -0.389701 5.457657 -0.569101 1.7097 -0.2494 0.9051 0.099
H 1.823788 2.171322 5.011586 -0.6916 -0.3697 -0.0543 0.124
H 0.516360 1.168072 5.466811 0.3591 0.4943 -0.4789 0.124
```
Positions in Å, forces in eV/Å.